Molecular formula: C23H37Br2MnNO11P2SSi
Method: DFT, wB97M-V/def2-TZVPD

Structure (XYZ):
```
79
Properties=species:S:1:pos:R:3:forces:R:3
Mn 0.310146 1.833691 -0.726367 1.81 -0.20 1.75
O 4.859215 5.207102 2.178453 -0.02 -0.04 -0.14
C 4.094619 4.331836 1.468346 -0.31 -0.45 0.17
C 3.452840 3.251246 2.073333 0.38 0.37 0.05
C 2.671714 2.428735 1.299467 -0.50 -0.40 0.00
N 2.467319 2.593594 -0.015302 0.06 0.62 -0.24
C 3.160195 3.577330 -0.569910 0.05 -0.62 -0.13
Br 3.278037 3.586419 -2.466725 -0.08 0.15 0.05
C 3.973479 4.474007 0.101860 0.10 0.37 -0.15
H 4.820068 4.932261 3.099657 0.04 0.08 0.07
H 3.565392 3.067186 3.135604 -0.07 -0.06 -0.01
H 2.172979 1.563797 1.720115 -0.12 0.12 0.03
H 4.503650 5.249874 -0.430795 -0.02 -0.02 0.01
C -3.102387 -2.069955 0.447327 0.12 0.08 -0.07
C -2.746371 -0.813154 -0.355208 -0.07 -0.13 0.02
C -3.098406 -1.049106 -1.824272 0.20 0.02 0.09
C -3.543489 0.363125 0.200562 0.19 0.04 -0.03
O -1.337183 -0.498260 -0.222862 -0.55 -0.25 -0.08
Si -0.068263 -1.563084 -0.141272 0.65 0.45 0.46
S 1.671393 -0.465998 0.107980 -0.80 -0.07 -0.25
O -0.367677 -2.575859 1.157100 0.23 -0.18 0.18
C 0.406860 -3.162711 2.194819 -0.16 -0.03 0.05
C -0.463041 -4.285587 2.761681 0.00 0.03 -0.05
C 1.725107 -3.753471 1.684652 -0.20 0.20 -0.11
C 0.706006 -2.140693 3.294723 -0.01 -0.01 -0.20
O -0.301551 -2.530046 -1.451200 0.17 -0.10 -0.12
C 0.452831 -3.259667 -2.400358 -0.06 -0.14 -0.21
C 0.265692 -4.748392 -2.086172 0.00 0.14 0.04
C 1.933466 -2.891973 -2.386471 -0.14 0.12 0.08
C -0.142858 -2.934689 -3.770412 0.05 0.07 0.10
H -4.182351 -2.227897 0.407374 -0.04 0.01 -0.01
H -2.789809 -1.953592 1.485290 -0.06 -0.03 0.00
H -2.597016 -2.944971 0.034604 -0.06 -0.01 0.04
H -4.158527 -1.301535 -1.913688 -0.01 0.00 0.01
H -2.497240 -1.865030 -2.223405 -0.04 0.00 0.00
H -2.898765 -0.163497 -2.418333 0.06 0.20 -0.10
H -4.601246 0.230120 -0.040499 -0.02 -0.03 0.05
H -3.214019 1.307128 -0.228457 0.10 0.09 -0.09
H -3.428298 0.429725 1.283546 0.01 0.02 0.00
H -0.660881 -5.031153 1.988227 0.00 0.00 0.01
H -1.418487 -3.879330 3.098648 0.01 0.00 0.00
H 0.037330 -4.767697 3.605304 -0.01 -0.03 0.02
H 1.532342 -4.467517 0.881713 0.02 -0.01 0.01
H 2.247780 -4.264601 2.497546 0.00 0.00 -0.01
H 2.346972 -2.945610 1.302501 0.11 -0.01 -0.07
H -0.219368 -1.765898 3.736875 -0.01 0.03 -0.05
H 1.256714 -1.309688 2.855594 -0.01 0.09 0.04
H 1.312862 -2.600869 4.080088 -0.02 0.00 0.02
H 0.586057 -4.951668 -1.063804 0.04 -0.04 0.00
H 0.845217 -5.369951 -2.773523 -0.01 0.00 -0.01
H -0.790803 -5.010898 -2.169411 0.00 -0.02 0.00
H 2.367845 -3.090537 -1.407633 0.08 -0.02 0.05
H 2.049022 -1.826503 -2.584041 0.04 0.02 0.01
H 2.470933 -3.466065 -3.146015 -0.04 -0.03 0.00
H -1.185375 -3.256968 -3.811234 -0.01 0.00 -0.01
H 0.416566 -3.440577 -4.561882 -0.02 -0.01 -0.02
H -0.114206 -1.856450 -3.937798 0.00 0.01 -0.05
O -1.512810 4.704138 -3.277835 0.21 -0.06 0.07
P -1.257481 3.799591 -1.959669 -0.94 0.57 -0.11
O -2.323440 4.045090 -0.978206 -0.03 0.02 -0.20
O 0.204115 3.903049 -1.565330 -0.02 -1.00 0.29
O -1.417365 2.273395 -2.575814 0.42 0.02 0.19
P -0.227098 1.598244 -3.506947 -0.16 -0.45 -0.35
O 0.404209 2.902099 -4.259456 0.10 0.06 -0.10
O -0.840814 0.705779 -4.500597 -0.06 0.06 -0.11
O 0.812899 1.092084 -2.539758 -0.16 0.15 -0.53
H -0.899668 4.393278 -3.965979 -0.08 0.04 0.05
H 1.056757 3.292073 -3.651682 -0.14 -0.04 0.02
Br -2.406805 3.742336 5.251010 -0.01 -0.01 -0.04
C -1.574611 3.170154 3.607804 -0.03 0.00 0.15
C -1.437490 1.820180 3.356269 0.04 -0.06 0.05
C -0.815968 1.427343 2.173479 0.16 0.06 0.11
C -0.317904 2.330061 1.222939 -0.40 0.22 -0.90
C -0.484492 3.686227 1.552160 0.05 -0.09 0.30
C -1.105506 4.117257 2.721034 0.15 0.17 -0.03
H -1.813263 1.084677 4.058601 0.00 0.02 0.02
H -0.718941 0.364416 1.992702 -0.04 -0.07 -0.03
H -0.129348 4.447648 0.865854 -0.07 0.00 -0.07
H -1.228010 5.174852 2.923482 -0.02 -0.01 0.04
```
Forces are in eV/Å.

Summary:
- E: -9450.9620 Ha
- Total charge: -2
- Multiplicity: 2
- Kohn-Sham gap (spin up / spin down): 6.21 / 5.78 eV

And the Mulliken charges, in e, turn out to be: number 1, Mn, carries 0.771; number 2, O, carries -0.581; number 3, C, carries 1.083; number 4, C, carries -0.684; number 5, C, carries -0.592; number 6, N, carries 0.171; number 7, C, carries -0.027; number 8, Br, carries -0.135; number 9, C, carries -0.675; number 10, H, carries 0.283; number 11, H, carries 0.270; number 12, H, carries 0.229; number 13, H, carries 0.429; number 14, C, carries -1.733; number 15, C, carries 1.932; number 16, C, carries -1.245; number 17, C, carries -1.687; number 18, O, carries 0.046; number 19, Si, carries -0.023; number 20, S, carries -0.815; number 21, O, carries 0.162; number 22, C, carries 1.720; number 23, C, carries -1.777; number 24, C, carries -1.334; number 25, C, carries -1.411; number 26, O, carries 0.227; number 27, C, carries 1.910; number 28, C, carries -1.497; number 29, C, carries -1.538; number 30, C, carries -1.672; number 31, H, carries 0.557; number 32, H, carries 0.178; number 33, H, carries 0.157; number 34, H, carries 0.442; number 35, H, carries -0.083; number 36, H, carries 0.195; number 37, H, carries 0.468; number 38, H, carries 0.206; number 39, H, carries 0.336; number 40, H, carries 0.349; number 41, H, carries 0.324; number 42, H, carries 0.369; number 43, H, carries 0.116; number 44, H, carries 0.533; number 45, H, carries 0.200; number 46, H, carries 0.279; number 47, H, carries 0.115; number 48, H, carries 0.520; number 49, H, carries 0.120; number 50, H, carries 0.408; number 51, H, carries 0.287; number 52, H, carries 0.250; number 53, H, carries 0.222; number 54, H, carries 0.506; number 55, H, carries 0.321; number 56, H, carries 0.424; number 57, H, carries 0.286; number 58, O, carries -0.633; number 59, P, carries 0.259; number 60, O, carries -0.688; number 61, O, carries -0.315; number 62, O, carries -0.204; number 63, P, carries 0.691; number 64, O, carries -0.726; number 65, O, carries -0.818; number 66, O, carries -0.422; number 67, H, carries 0.427; number 68, H, carries 0.261; number 69, Br, carries -0.325; number 70, C, carries -0.145; number 71, C, carries -0.364; number 72, C, carries 0.291; number 73, C, carries 0.068; number 74, C, carries 0.233; number 75, C, carries -0.645; number 76, H, carries 0.426; number 77, H, carries -0.007; number 78, H, carries 0.360; number 79, H, carries 0.388